No. 1
A molecular structure, C33H48P2Y, computed with the ωB97M-V functional and the def2-TZVPD basis.

CARTESIAN COORDINATES (ANGSTROEM)
Y  1.7450  0.6412  -0.8828
C  -0.2828  -0.3708  0.6901
C  0.1500  -1.4460  -0.1517
C  1.9004  -0.8908  1.2648
C  0.7827  -0.0652  1.5885
C  1.5089  -1.7511  0.1887
C  -1.6676  0.1582  0.8252
H  -2.3093  -0.1451  -0.0126
H  -1.6834  1.2585  0.8696
H  -2.1585  -0.2047  1.7458
C  0.7082  0.7864  2.7966
H  -0.2282  1.3518  2.8448
H  1.5299  1.5137  2.8078
H  0.7855  0.1861  3.7180
C  3.1195  -1.0105  2.1010
H  2.8463  -1.3026  3.1261
H  3.6504  -0.0528  2.1601
H  3.8179  -1.7546  1.7035
C  2.2221  -2.9709  -0.2715
H  1.7764  -3.8741  0.1829
H  3.2811  -2.9554  0.0117
H  2.1594  -3.0995  -1.3625
C  -0.7278  -2.3287  -0.9609
H  -0.8068  -3.3255  -0.4952
H  -0.3257  -2.4797  -1.9718
H  -1.7500  -1.9369  -1.0535
C  -3.0298  2.4749  -2.2539
C  -3.9255  1.5213  -2.5751
C  -3.6601  0.4033  -3.5451
C  -2.8722  0.7119  -4.8544
C  -1.3315  0.4022  -4.8174
C  -0.8054  0.1022  -3.4406
C  -0.8684  1.2492  -2.4226
C  -1.6747  2.4825  -2.8746
H  -4.6545  0.0112  -3.8218
H  -3.1213  1.7096  -5.2488
H  -3.1847  -0.4538  -3.0366
H  -1.7684  2.4827  -3.9580
H  -3.2508  3.2703  -1.5259
H  -4.9100  1.5024  -2.0787
H  -1.1173  3.3982  -2.6280
H  -1.2968  0.8611  -1.4872
H  -1.1613  -0.8650  -3.0619
H  0.1365  1.6720  -2.1341
H  -3.2853  0.0128  -5.6014
H  -1.2053  -0.4972  -5.4483
P  0.0025  1.5524  -5.4332
C  -0.1886  3.3487  -5.5811
C  0.1517  0.9695  -7.1530
P  1.3189  -0.2184  -3.3319
C  1.5467  1.0735  -4.6396
C  1.2836  -1.7359  -4.3485
C  3.2316  -0.3077  -2.8428
H  0.6623  3.8748  -5.1237
H  -1.1032  3.7563  -5.1390
H  -0.2092  3.6140  -6.6491
H  0.7904  1.6610  -7.7141
H  -0.8372  0.9308  -7.6384
H  0.5970  -0.0307  -7.1698
H  3.7502  -0.3437  -3.8141
H  3.4961  -1.2127  -2.2697
H  3.6490  0.5941  -2.3361
H  2.0518  1.9707  -4.2357
H  2.2167  0.6451  -5.4050
H  1.7733  -2.5621  -3.8158
H  1.8300  -1.5704  -5.2874
H  0.2587  -2.0466  -4.5772
C  4.1248  2.7684  2.5134
C  4.2588  2.0816  1.2948
C  3.3594  2.3263  0.2485
C  2.1320  3.0199  0.5428
C  0.9630  2.8097  -0.2250
C  -0.2180  3.4469  0.0832
C  -0.2889  4.2846  1.2276
C  0.8014  4.4382  2.0555
C  2.0202  3.7573  1.7821
C  3.0575  3.6261  2.7360
H  4.8863  2.6473  3.2890
H  5.0742  1.3666  1.1580
H  3.6201  2.0911  -0.8064
H  -1.1173  3.3481  -0.5164
H  -1.2230  4.7974  1.4430
H  0.7405  5.0707  2.9527
H  2.9692  4.1902  3.6708

Calculated values
E = -2006.94987 hartree
Energy above the lowest of the compared OMol25 structures with the same formula, charge and spin = 0.000 eV
E_HOMO = -9.165 eV
Orbital gap = 0.2503 Ha
Total charge = +1
Strongest force on any atom = 2.6 eV/Å

These are the Löwdin partial charges, in e, on atoms 1 to 4: number 1, Y, carries 1.34; number 2, C, carries -0.27; number 3, C, carries -0.29; number 4, C, carries -0.30


No. 2
A molecular structure, C33H49AsFN7O3RuSSi2, computed with the ωB97M-V functional and the def2-TZVPD basis.

CARTESIAN COORDINATES (ANGSTROEM)
Ru  0.5035  -0.5522  0.0585
C  2.2915  -5.8570  2.0875
C  2.9105  -4.4914  2.3568
N  1.9115  -3.5704  2.8446
C  1.4720  -2.4771  2.2211
S  2.1866  -2.0233  0.6601
N  0.5706  -1.7260  2.7709
N  0.1113  -0.6831  2.0892
C  -0.4778  0.3128  2.7529
C  -0.5737  0.2270  4.2466
C  -0.9003  1.4535  2.0489
C  -1.2439  2.6621  2.7343
C  -1.5995  3.7963  2.1121
C  -1.6585  3.8716  0.6313
C  -0.8259  2.7474  -0.0511
N  -0.8675  1.4667  0.6630
H  3.0343  -6.5311  1.6745
H  1.4686  -5.7584  1.3835
H  1.9162  -6.2864  3.0131
H  3.3443  -4.0775  1.4447
H  3.6972  -4.5785  3.1104
H  1.4164  -3.8372  3.6836
H  -0.5353  -0.8183  4.5431
H  -1.4938  0.6701  4.6142
H  0.2737  0.7407  4.7017
H  -1.1927  2.6396  3.8092
H  -1.8465  4.6823  2.6741
H  -1.2699  4.8325  0.2836
H  0.2294  3.0386  -0.1463
F  -4.0681  5.6813  0.9427
C  -3.9881  4.8586  -0.1366
C  -3.0772  3.6867  0.0158
C  -2.7293  3.1754  -1.3419
C  -1.5054  2.6111  -1.3848
O  -1.3041  0.4020  -0.0414
C  -1.1325  1.8721  -2.5508
C  -2.0233  1.8724  -3.5934
N  -3.1530  2.6164  -3.6063
C  -3.9934  2.6160  -4.7689
C  -3.3792  2.7425  -6.1306
C  -4.1475  3.8899  -5.5496
C  -3.5691  3.3245  -2.4799
C  -4.6269  4.1798  -2.3917
C  -4.7797  5.0204  -1.2174
N  -5.8111  5.9850  -1.3083
C  -6.3460  6.6199  -0.1186
C  -7.7196  7.2185  -0.4951
N  -8.1047  6.6419  -1.8048
C  -7.2164  7.1685  -2.8704
C  -5.7641  6.9438  -2.3942
C  0.0159  0.9831  -2.4435
O  -0.0529  -0.1424  -3.1276
O  0.9336  1.1956  -1.6500
H  -3.5900  2.9017  0.5970
H  -1.8289  1.2944  -4.4853
H  -4.8631  1.9761  -4.6520
H  -3.8199  2.1788  -6.9394
H  -2.3082  2.8514  -6.2032
H  -5.1145  4.1293  -5.9635
H  -3.5867  4.7473  -5.2118
H  -5.3206  4.2992  -3.2040
H  -5.6974  7.4179  0.2636
H  -6.4556  5.8706  0.6645
H  -7.6690  8.3032  -0.5908
H  -8.4676  6.9741  0.2579
H  -9.0933  6.7988  -2.0180
H  -7.9076  5.6312  -1.7324
H  -7.4257  8.2271  -3.0238
H  -7.4229  6.6356  -3.7985
H  -5.3230  7.8905  -2.0559
H  -5.1477  6.5646  -3.2054
C  4.1075  -0.6737  -2.3101
Si  2.9355  -1.8859  -3.2068
C  3.1233  -3.7153  -2.6738
C  2.6835  -1.6835  -5.0926
As  0.7794  -1.4961  -2.1242
Si  -0.9533  -3.1224  -2.4342
C  -0.4055  -4.4267  -1.1394
C  -2.5401  -2.2249  -1.8570
C  -0.9477  -3.6382  -4.2747
H  5.0197  -0.4601  -2.8597
H  4.3941  -1.0750  -1.3382
H  3.5950  0.2731  -2.1316
H  4.1099  -4.1208  -2.8667
H  2.4014  -4.3430  -3.1929
H  2.9328  -3.7937  -1.6033
H  3.6099  -1.8463  -5.6345
H  2.3296  -0.6862  -5.3425
H  1.9593  -2.4049  -5.4662
H  -0.3141  -3.9304  -0.1679
H  0.5670  -4.8476  -1.3893
H  -1.1095  -5.2465  -1.0305
H  -2.3064  -1.5853  -0.9989
H  -3.3254  -2.9132  -1.5563
H  -2.9400  -1.5891  -2.6435
H  -0.0724  -4.2346  -4.5178
H  -0.9415  -2.7522  -4.9078
H  -1.8215  -4.2272  -4.5296

Calculated values
E = -5303.02473 hartree
Multiplicity = 5
Energy above the lowest of the compared OMol25 structures with the same formula, charge and spin = 3.676 eV
E_HOMO (alpha / beta) = -10.857 / -11.339 eV
Orbital gap (alpha / beta) = 0.2431 / 0.2102 Ha
Total charge = +2
Strongest force on any atom = 1.6 eV/Å

These are the Löwdin partial charges, in e, on atoms 1 to 4: number 1, Ru, carries 0.96; number 2, C, carries -0.07; number 3, C, carries -0.26; number 4, N, carries 0.00